Molecular formula: C3H12NO2
Method: DFT, the ωB97M-V functional and the def2-TZVPD basis

Last columns: bonded neighbours and bond lengths (Å).
Atoms and positions in Å:
1 C 0.905 -0.990 -1.457  C2 1.545, H5 1.110, H6 1.224, H7 1.138
2 C 1.398 -0.642 -0.035  C1 1.545, C3 1.343, N4 1.578
3 C 2.648 -0.253 0.265  C2 1.343, H8 1.146, H9 1.127
4 N 0.392 -0.934 1.145  C2 1.578, H10 1.011, H11 1.022, H12 1.091
5 H -0.014 -0.467 -1.796  C1 1.110
6 H 0.554 -2.161 -1.414  C1 1.224
7 H 1.799 -0.694 -2.097  C1 1.138
8 H 2.987 -0.110 1.350  C3 1.146
9 H 3.345 -0.145 -0.614  C3 1.127
10 H 0.212 -1.928 1.170  N4 1.011
11 H 0.840 -0.543 1.977  N4 1.022
12 H -0.498 -0.308 1.066  N4 1.091
13 H -1.611 1.302 0.440  O15 0.907
14 H -2.190 0.869 1.752  O15 0.992
15 O -1.368 0.867 1.197  H13 0.907, H14 0.992
16 H -2.743 2.726 -0.855  O18 0.980
17 H -3.777 1.655 -1.228  O18 0.973
18 O -2.880 1.756 -0.866  H16 0.980, H17 0.973

maximum force = 4.38 eV/Å
energy relative to the best compared isomer or geometry (same formula, charge and spin) = 1.4966 eV
frontier orbital gap = 11.175 eV
LUMO = -3.01 eV
HOMO level = -14.182 eV
energy = -8883.378 eV
charge = +1
molar mass = 94.1 u

natural (NBO) atomic charge list, values in e, 4 entries:
1 C -0.667
2 C 0.144
3 C -0.388
4 N -0.748